Entry 1:
{
  "formula": "C4H13NS",
  "method": "ωB97M-V/def2-TZVPD",
  "e_lumo_ev": 0.874,
  "smiles": "CCNC.CS",
  "max_force_ha_per_bohr": 0.0820,
  "homo_energy_ev": -8.288,
  "species": ["C", "C", "N", "C", "H", "H", "H", "H", "H", "H", "H", "H", "H", "C", "S", "H", "H", "H", "H"],
  "coordinates": [[-0.0557, 1.4648, 1.3272], [-0.8550, 0.1960, 1.3049], [-0.1197, -0.9005, 0.6618], [-0.8568, -2.1484, 0.6244], [0.1883, 1.7118, 0.2699], [-0.6763, 2.2980, 1.7662], [0.8611, 1.3381, 1.9271], [-1.2219, -0.0990, 2.3042], [-1.7442, 0.3297, 0.6618], [0.7580, -1.0210, 1.1486], [-1.1392, -2.3723, 1.6647], [-0.2274, -2.8930, 0.1475], [-1.7684, -2.1516, 0.0459], [1.3984, 1.2558, -2.6873], [0.5982, -0.7424, -2.1711], [2.2069, 1.4100, -1.9597], [1.7169, 0.9809, -3.7065], [0.5926, 1.9724, -2.4473], [0.3441, -0.6292, -0.8822]],
  "atomic_forces_ev_per_a": [[-0.2, 0.9, -0.1], [-0.9, -0.8, -0.6], [-0.4, 0.8, 0.8], [0.4, -0.1, 0.9], [0.1, 0.1, 0.8], [0.8, -0.8, -0.4], [-0.2, 0.2, -0.3], [0.1, 0.1, -0.1], [0.1, 0.1, 0.4], [0.1, -0.3, 0.0], [0.0, -0.7, -0.3], [0.1, -0.4, 0.4], [-0.3, 0.7, -0.3], [-1.0, -2.8, 1.7], [1.5, 2.4, -3.1], [-0.1, -0.2, -0.6], [-0.4, 0.8, 0.6], [0.3, -0.5, -0.9], [-0.2, 0.5, 1.1]]
}

Entry 2:
{
  "formula": "C4H13NS2",
  "method": "ωB97M-V/def2-TZVPD",
  "e_lumo_ev": 0.490,
  "smiles": "CCSS.CNC",
  "max_force_ha_per_bohr": 0.0330,
  "homo_energy_ev": -8.729,
  "species": ["C", "C", "S", "S", "H", "H", "H", "H", "H", "H", "C", "N", "C", "H", "H", "H", "H", "H", "H", "H"],
  "coordinates": [[1.5039, 1.0878, 2.0342], [1.0484, -0.3588, 1.8626], [1.4179, -0.9632, 0.1661], [0.2040, -2.6664, 0.1306], [1.1362, 1.7692, 1.2409], [2.5849, 1.1258, 2.0677], [1.1977, 1.4714, 3.0281], [-0.0278, -0.5349, 2.0827], [1.5924, -1.0395, 2.4929], [1.1200, -3.6465, 0.3221], [-2.6686, 2.8964, -2.0635], [-2.1489, 1.5922, -1.6220], [-0.9365, 1.6900, -0.7947], [-3.1873, 3.2831, -1.2058], [-1.9449, 3.7042, -2.4141], [-3.3850, 2.7353, -2.9150], [-1.9118, 1.0389, -2.4645], [-0.0594, 2.1392, -1.4098], [-0.5839, 0.6419, -0.5257], [-1.1227, 2.3470, 0.0758]],
  "atomic_forces_ev_per_a": [[-0.3, 0.2, 0.4], [-0.6, -0.2, -0.2], [-0.5, -0.5, 0.2], [0.4, 0.3, -0.1], [0.1, -0.5, 0.5], [0.3, 0.1, -0.3], [-0.1, -0.2, -0.6], [0.6, 0.4, -0.4], [0.3, 0.0, 0.6], [-0.1, 0.4, 0.1], [0.1, 0.0, -0.9], [0.7, 0.0, -1.1], [1.2, -0.3, -1.2], [-0.5, 0.6, 0.2], [-0.3, -1.1, 0.4], [0.5, 0.2, 1.0], [-0.2, 0.4, 0.8], [-1.1, -0.4, 1.0], [-0.6, 1.5, 0.0], [0.1, -0.5, -0.3]]
}

Entry 3:
{
  "formula": "C4H13NS3",
  "method": "ωB97M-V/def2-TZVPD",
  "e_lumo_ev": 0.356,
  "smiles": "CSSC.NCCS",
  "max_force_ha_per_bohr": 0.0342,
  "homo_energy_ev": -8.164,
  "species": ["C", "S", "S", "C", "H", "H", "H", "H", "H", "H", "N", "C", "C", "S", "H", "H", "H", "H", "H", "H", "H"],
  "coordinates": [[-2.8993, 1.3529, -1.6176], [-1.7691, -0.0095, -1.9958], [-0.6697, 0.8776, -3.6638], [0.6817, -0.4035, -3.7511], [-2.3859, 2.2355, -1.2699], [-3.5794, 1.6596, -2.4181], [-3.6256, 1.0628, -0.7936], [0.3129, -1.3755, -4.0429], [1.2697, 0.0297, -4.5526], [1.2805, -0.4329, -2.8474], [0.6660, -0.9866, 4.0309], [1.2595, -1.0542, 2.6877], [0.9819, 0.2839, 1.9670], [1.4807, 0.0961, 0.2069], [0.7996, -1.8870, 4.5009], [1.2050, -0.3706, 4.6590], [0.9105, -1.9524, 2.1795], [2.3220, -1.2049, 2.6817], [-0.1027, 0.6358, 1.9872], [1.5880, 1.0777, 2.4291], [0.2738, 0.3655, -0.3771]],
  "atomic_forces_ev_per_a": [[-1.4, 0.0, 0.8], [0.1, 0.7, -0.9], [-0.1, -1.3, 1.2], [-0.7, 1.2, -0.1], [0.4, 0.2, 0.1], [0.4, -0.3, -0.3], [1.2, -0.1, -0.8], [-0.2, -0.1, 0.0], [0.3, -0.2, -0.2], [-0.1, 0.0, 0.1], [0.7, -0.4, 1.0], [-0.7, 0.8, 0.4], [-1.0, -0.2, -0.4], [-0.4, 0.4, -0.2], [-0.3, 0.1, -0.3], [-0.3, 0.0, -0.7], [-0.6, 0.4, -0.2], [0.9, 0.1, 0.2], [1.4, -0.8, 0.2], [-0.2, -0.3, -0.2], [0.6, -0.2, 0.3]]
}

Entry 4:
{
  "formula": "C4H13NSi",
  "method": "ωB97M-V/def2-TZVPD",
  "e_lumo_ev": 0.843,
  "max_force_ha_per_bohr": 0.0844,
  "homo_energy_ev": -9.049,
  "species": ["C", "C", "C", "C", "N", "Si", "H", "H", "H", "H", "H", "H", "H", "H", "H", "H", "H", "H", "H"],
  "coordinates": [[-0.1648, -2.1183, -0.4302], [1.6979, -0.5421, -0.8633], [-1.2872, 2.0769, -0.1756], [0.2231, -0.6703, -0.5567], [0.3529, 0.8257, 1.9891], [-0.7081, 0.5041, 0.7059], [0.2329, -2.4135, 0.5857], [-1.2273, -2.2811, -0.1899], [0.2634, -2.7212, -1.3314], [2.4449, -0.9035, -0.2099], [2.0398, 0.4305, -1.1366], [1.8408, -1.4131, -1.6359], [-1.9814, 1.8948, -0.9464], [-1.6218, 2.8698, 0.4759], [-0.5087, 2.5754, -0.7535], [-0.3507, -0.0363, -1.8163], [0.4930, 0.2792, 2.8217], [0.3651, 1.7842, 2.3418], [-2.1038, -0.1412, 1.1255]],
  "atomic_forces_ev_per_a": [[0.3, -0.7, 0.4], [-0.3, -2.4, -1.9], [1.8, 0.4, 0.5], [-2.3, 2.7, -2.4], [0.4, 1.4, 1.3], [-1.2, -1.0, -1.6], [0.4, -0.3, -1.2], [0.1, 0.1, -1.0], [-1.0, 0.6, 1.9], [0.3, -0.3, 2.0], [0.0, 0.6, -0.8], [0.1, 2.2, 0.3], [-1.4, -0.6, -0.6], [-0.5, 0.0, 0.4], [0.6, -0.2, 0.1], [1.3, -2.0, 3.3], [-0.1, -0.6, -0.2], [0.0, -0.2, -0.4], [1.4, 0.2, -0.3]]
}

Entry 5:
{
  "formula": "C4H13O4",
  "method": "ωB97M-V/def2-TZVPD",
  "e_lumo_ev": 3.217,
  "max_force_ha_per_bohr": 0.0536,
  "charge": -1,
  "homo_energy_ev": -4.318,
  "species": ["C", "C", "C", "O", "C", "O", "H", "H", "H", "H", "H", "H", "H", "H", "H", "H", "H", "O", "H", "H", "O"],
  "coordinates": [[0.4608, -0.9203, 0.0933], [1.9955, -0.6347, 0.0131], [2.7947, -1.4371, 1.0278], [2.1255, -1.5911, 2.3123], [-0.3546, 0.2965, -0.2799], [-1.6981, -0.0668, -0.5010], [0.1606, -1.6821, -0.6254], [0.1333, -1.2305, 1.0661], [2.0084, 0.4141, 0.3082], [2.2699, -0.7898, -1.0249], [3.6672, -0.9057, 1.3951], [3.0843, -2.4403, 0.7047], [1.5872, -2.3858, 2.2839], [-0.4603, 1.0077, 0.5652], [0.0485, 0.9746, -1.0446], [-3.3561, 2.5735, -1.6359], [-2.6006, 1.6468, -2.4844], [-2.9132, 2.5578, -2.5317], [-3.6819, 1.8693, 0.5171], [-2.3624, 0.7827, -0.1086], [-2.9089, 1.9612, -0.0507]],
  "atomic_forces_ev_per_a": [[0.6, 0.2, -1.2], [-1.9, -0.1, 1.0], [-0.1, -0.2, 1.2], [0.0, -0.1, -0.3], [-2.1, 1.2, 1.3], [0.2, -0.4, -0.2], [0.1, -0.3, 0.0], [0.0, -0.2, 0.5], [0.7, 0.2, -0.3], [0.6, 0.2, 0.0], [0.5, 0.1, -0.7], [0.1, 0.1, -0.4], [-0.2, 0.1, -0.1], [0.9, -0.2, 0.2], [0.3, -0.6, -0.6], [0.9, 0.0, -0.3], [0.2, 0.0, 0.0], [-0.8, 0.0, -0.1], [0.1, 0.1, 0.1], [0.6, 0.1, -1.1], [-0.8, -0.1, 1.0]]
}

Entry 6:
{
  "formula": "C4H13O4",
  "method": "ωB97M-V/def2-TZVPD",
  "e_lumo_ev": 3.442,
  "max_force_ha_per_bohr": 0.0370,
  "charge": -1,
  "homo_energy_ev": -3.729,
  "species": ["C", "C", "C", "O", "C", "O", "H", "H", "H", "H", "H", "H", "H", "H", "H", "H", "H", "O", "H", "H", "O"],
  "coordinates": [[-0.9092, 0.8677, -0.9507], [-0.6311, 0.0442, 0.3161], [-0.4882, -1.4119, -0.0201], [-0.1362, -2.1003, 1.1928], [0.3310, 0.6703, -1.9519], [1.4856, 0.4947, -1.2854], [-1.9010, 0.4567, -1.3312], [-0.8430, 1.8949, -0.5897], [-1.2695, 0.2252, 1.1872], [0.3346, 0.4921, 0.6341], [0.2561, -1.6779, -0.8080], [-1.4412, -1.8261, -0.4241], [0.7536, -1.9060, 1.4967], [0.1033, -0.2840, -2.4549], [0.3661, 1.5447, -2.6346], [-0.5755, -1.8411, 2.7732], [0.4241, -1.6288, 4.0008], [-0.5027, -1.7129, 3.7532], [1.2026, 2.9813, -1.5341], [1.7503, 1.8032, -0.6591], [1.6903, 2.9140, -0.7103]],
  "atomic_forces_ev_per_a": [[-0.2, -0.8, 0.4], [1.4, 1.1, -0.6], [0.3, -0.4, -0.1], [-0.6, -1.3, 0.0], [-0.9, -0.8, 1.1], [1.0, 0.1, 0.6], [0.9, 1.3, -0.1], [-0.9, 0.3, -0.5], [-0.6, -0.2, -0.4], [-0.1, -0.9, 0.0], [-0.3, 0.8, 0.7], [0.3, 0.0, 0.8], [0.2, 0.4, -0.7], [-0.3, 0.3, -0.9], [-0.4, -0.3, -0.3], [0.3, 0.1, 0.6], [-0.2, 0.0, -0.3], [-0.3, -0.1, 0.3], [0.0, 0.2, -0.1], [-0.3, 1.4, -1.0], [0.3, -1.1, 0.7]]
}

Number 1: HOMO-LUMO gap 0.3367 hartree. Number 2: HOMO-LUMO gap 0.3388 hartree. Number 3: HOMO-LUMO gap 0.3131 hartree. Number 4: HOMO-LUMO gap 0.3635 hartree. Number 5: HOMO-LUMO gap 0.2769 hartree. Number 6: HOMO-LUMO gap 0.2635 hartree.